C28H17Cl2N4O2V as an isolated structure. Source: OMol25; level of theory: wB97M-V/def2-TZVPD.

Element x y z (Å)
V (-0.14450, 0.56383, -0.46847)
Cl (-3.34345, 6.00082, 2.46947)
C (-2.15288, 5.04245, 1.63312)
C (-2.47982, 3.74214, 1.27710)
C (-1.55820, 2.94695, 0.60372)
N (-1.77520, 1.63024, 0.16091)
C (-2.97191, 1.03632, 0.19789)
O (-4.02866, 1.40292, 0.71487)
C (-2.96661, -0.24924, -0.60749)
C (-4.13930, -0.97229, -0.73447)
C (-4.15869, -2.08494, -1.55474)
C (-2.99898, -2.42865, -2.22957)
C (-1.86133, -1.67223, -2.02380)
N (-1.81713, -0.61054, -1.20921)
C (-0.27814, 3.46577, 0.29326)
C (0.02451, 4.77252, 0.65414)
C (-0.90625, 5.55349, 1.32310)
Cl (-0.46216, 7.18238, 1.75605)
N (0.61334, 2.55187, -0.30480)
C (1.73399, 2.96276, -0.90059)
O (2.10431, 4.10605, -1.17894)
C (2.68549, 1.81774, -1.22995)
C (3.92980, 2.14240, -1.75249)
C (4.87037, 1.14459, -1.92508)
C (4.54393, -0.14660, -1.54053)
C (3.27577, -0.38737, -1.04011)
N (2.34666, 0.56029, -0.90774)
H (-3.45143, 3.34194, 1.51559)
H (-5.00445, -0.61959, -0.19182)
H (-5.06228, -2.66933, -1.67502)
H (-2.95899, -3.27993, -2.89497)
H (-0.93889, -1.94286, -2.52046)
H (0.98738, 5.19000, 0.40799)
H (4.11962, 3.17901, -1.98817)
H (5.84751, 1.37017, -2.33395)
H (5.25311, -0.95955, -1.61842)
H (2.99465, -1.38290, -0.72173)
C (1.36789, -5.04461, 0.03155)
C (1.33934, -4.04747, -0.96854)
C (0.94874, -2.77599, -0.65050)
C (0.55426, -2.39302, 0.65828)
C (0.12078, -1.04582, 0.94569)
C (-0.24731, -0.83278, 2.26231)
C (-0.20521, -1.82556, 3.26873)
C (0.20961, -3.09274, 2.97950)
C (0.59732, -3.41013, 1.65516)
C (1.01129, -4.72332, 1.31025)
H (1.67683, -6.05340, -0.21543)
H (1.63175, -4.28993, -1.98384)
H (0.95739, -2.00377, -1.41398)
H (-0.60067, 0.15366, 2.55530)
H (-0.51298, -1.57482, 4.27849)
H (0.24380, -3.86388, 3.74171)
H (1.03598, -5.47705, 2.09061)

The charge is -1. The energy above the lowest of the compared OMol25 structures with the same formula, charge and spin is 0.0 kcal per mole. As for the multiplicity: 4. The HOMO energy (alpha / beta) comes out at -3.84 / -4.68 eV. Its orbital gap (alpha / beta) is 6.3941 / 7.1598 eV. The calculation puts the calculated total energy at -90104.42660 eV. Its expectation value of S² is 3.7650.



C28H17Co2FO10S2 as an isolated structure. Source: OMol25; level of theory: wB97M-V/def2-TZVPD.

Element x y z (Å)
F (-1.27909, 0.50228, 1.27227)
C (-0.57697, -0.42440, 0.60987)
S (0.99209, -0.76181, 1.41581)
C (1.50468, -2.46982, 1.55302)
C (1.92157, -3.18916, 0.43130)
C (2.43603, -4.48145, 0.56729)
C (2.53996, -5.05781, 1.83722)
C (2.10565, -4.34837, 2.96084)
C (1.59448, -3.05670, 2.81980)
O (2.00712, -0.13173, 0.57653)
O (0.83079, -0.33211, 2.80809)
S (-1.71239, -1.73258, 0.02894)
C (-3.08807, -2.07884, 1.13083)
C (-3.15521, -3.22576, 1.93832)
C (-4.34991, -3.55800, 2.59868)
C (-5.47904, -2.75001, 2.43988)
C (-5.40843, -1.58663, 1.66818)
C (-4.22110, -1.26527, 1.01198)
O (-2.36056, -1.18419, -1.15501)
O (-0.90732, -2.93688, -0.03582)
H (1.85015, -2.74730, -0.55902)
H (2.74046, -5.03193, -0.32797)
H (2.93999, -6.06627, 1.95237)
H (2.15279, -4.78865, 3.95931)
H (1.26927, -2.50633, 3.69918)
H (-2.27473, -3.85579, 2.03683)
H (-4.41850, -4.46356, 3.21265)
H (-6.43454, -3.03874, 2.87465)
H (-6.27582, -0.93426, 1.53650)
H (-4.18086, -0.38723, 0.37207)
O (1.14658, 1.33788, -7.48123)
C (1.18316, 1.56456, -6.34520)
Co (1.20247, 2.00563, -4.63111)
C (0.62021, 3.56859, -5.17389)
O (0.35783, 4.64593, -5.52408)
C (-0.20956, 1.13974, -3.85149)
O (-1.19071, 0.77240, -3.36945)
C (1.78043, 3.04060, -3.15872)
C (1.36978, 2.86275, -1.80719)
C (0.59177, 3.71516, -1.08199)
C (0.36789, 3.71952, 0.33664)
C (-0.38801, 4.78898, 0.88218)
C (-0.78151, 4.75188, 2.21191)
C (-0.37747, 3.69414, 3.05101)
C (0.44920, 2.68352, 2.54521)
C (0.83806, 2.71692, 1.21524)
Co (2.31126, 1.47466, -2.46687)
C (2.62650, 0.86266, -4.33888)
O (3.51638, 0.28988, -4.84853)
C (1.63276, -0.12226, -2.03164)
O (1.22521, -1.20206, -2.00514)
C (3.92293, 1.25209, -1.78139)
O (5.01911, 1.09936, -1.45037)
H (2.35450, 3.94311, -3.43881)
H (0.19901, 4.61842, -1.62091)
H (-0.68456, 5.62639, 0.23752)
H (-1.41083, 5.54694, 2.61858)
H (-0.72955, 3.64937, 4.08594)
H (0.78530, 1.86752, 3.17489)
H (1.50944, 1.97500, 0.81316)

The charge is -2. The energy above the lowest of the compared OMol25 structures with the same formula, charge and spin is 22.2 kcal per mole. The HOMO energy comes out at -1.22 eV. Its orbital gap is 5.5071 eV. The calculation puts the calculated total energy at -149423.63357 eV.



C28H18BrN3O6V as an isolated structure. Source: OMol25; level of theory: wB97M-V/def2-TZVPD.

Element x y z (Å)
V (-0.06951, 0.94851, 0.74589)
O (0.37088, 4.72981, 2.12431)
C (0.00939, 3.65170, 1.69759)
O (0.76084, 2.61839, 1.47689)
C (-1.48441, 3.36579, 1.32348)
O (-2.34806, 4.20786, 1.44721)
O (-1.65358, 2.14851, 0.90398)
Br (-0.82238, -0.41753, 3.02320)
C (-1.86409, -1.70709, 2.08273)
C (-2.42383, -2.70676, 2.82087)
C (-3.19788, -3.68985, 2.16844)
C (-3.38087, -3.62197, 0.81783)
C (-2.80526, -2.57713, 0.05217)
C (-3.00338, -2.50697, -1.34762)
C (-2.44078, -1.48917, -2.06107)
C (-1.65090, -0.51279, -1.41299)
C (-1.39740, -0.52261, -0.06066)
C (-2.00951, -1.57833, 0.67931)
H (-2.26917, -2.74849, 3.89127)
H (-3.63830, -4.49220, 2.74808)
H (-3.97244, -4.37219, 0.30379)
H (-3.59855, -3.27327, -1.83192)
H (-2.58728, -1.43586, -3.13461)
H (-1.21394, 0.26597, -2.03293)
C (-0.43800, -7.72103, -4.62743)
O (0.06045, -6.42099, -4.78803)
C (1.21055, -6.11064, -4.07486)
C (1.56421, -4.76653, -4.02335)
C (2.69188, -4.35133, -3.34246)
C (3.53174, -5.27686, -2.67654)
C (3.15534, -6.62877, -2.76202)
C (2.01718, -7.04574, -3.44035)
N (4.71781, -4.98916, -2.03667)
N (5.00668, -3.74661, -1.66762)
C (4.06086, -2.86625, -1.19139)
C (4.26998, -1.50677, -1.42070)
C (3.38489, -0.52542, -0.97242)
C (2.25992, -0.83457, -0.24032)
O (1.41299, 0.13084, 0.15082)
C (2.03023, -2.19764, 0.10173)
N (0.95304, -2.48075, 0.88540)
C (0.75594, -3.72043, 1.24914)
C (1.61411, -4.78083, 0.91003)
C (2.69471, -4.51683, 0.11202)
C (2.92854, -3.20802, -0.35708)
H (-1.39630, -7.75507, -5.14422)
H (-0.59044, -7.96825, -3.57046)
H (0.22777, -8.47449, -5.06659)
H (0.92733, -4.04427, -4.52141)
H (2.93571, -3.29808, -3.32165)
H (3.79136, -7.35780, -2.27221)
H (1.77724, -8.10123, -3.46152)
H (5.13966, -1.22799, -2.00384)
H (3.56526, 0.51834, -1.20400)
H (-0.12784, -3.90659, 1.85788)
H (1.41450, -5.78172, 1.27290)
H (3.38614, -5.29994, -0.16421)

The charge is -2. The energy above the lowest of the compared OMol25 structures with the same formula, charge and spin is 23.4 kcal per mole. As for the multiplicity: 4. The HOMO energy (alpha / beta) comes out at -0.42 / -1.42 eV. Its orbital gap (alpha / beta) is 4.5503 / 5.5547 eV. The calculation puts the calculated total energy at -141815.46203 eV. Its expectation value of S² is 3.8047.



C28H18BrN5Ti as an isolated structure. Source: OMol25; level of theory: wB97M-V/def2-TZVPD.

Element x y z (Å)
Ti (0.15000, 1.11249, -0.01759)
C (-3.13832, 3.47182, 1.44873)
C (-3.82371, 2.56390, 2.29837)
C (-3.23202, 1.39790, 2.64453)
C (-1.91411, 1.07013, 2.18332)
N (-1.33788, 1.88536, 1.23605)
C (-1.94097, 3.08482, 0.95037)
N (-1.34583, 0.00633, 2.74547)
C (-0.11480, -0.41822, 2.49433)
N (0.73060, 0.01444, 1.49732)
C (1.90394, -0.70596, 1.51212)
N (2.92218, -0.60203, 0.66881)
C (3.06411, 0.36050, -0.23894)
C (4.27441, 0.32786, -1.00780)
C (4.62056, 1.36011, -1.81035)
C (3.76362, 2.48785, -1.90968)
C (2.58240, 2.43991, -1.25074)
N (2.17510, 1.38453, -0.47332)
C (1.81410, -1.64915, 2.60121)
C (2.71385, -2.60935, 3.07195)
C (2.32936, -3.37486, 4.15047)
C (1.07093, -3.19546, 4.76279)
C (0.18241, -2.24847, 4.30369)
C (0.56751, -1.47145, 3.20777)
H (-3.54916, 4.43344, 1.18019)
H (-4.80791, 2.80978, 2.67645)
H (-3.70062, 0.68702, 3.30932)
H (-1.39221, 3.72154, 0.27004)
H (4.90479, -0.53967, -0.87767)
H (5.55069, 1.33311, -2.36369)
H (4.01661, 3.35479, -2.50129)
H (1.87579, 3.25554, -1.32034)
H (3.67714, -2.73913, 2.59687)
H (3.00138, -4.12906, 4.53978)
H (0.80410, -3.81583, 5.60892)
H (-0.78410, -2.10317, 4.76759)
Br (-0.74023, 2.59593, -2.28184)
C (-1.41756, 1.08624, -3.23143)
C (-1.97866, 1.30841, -4.44965)
C (-2.48572, 0.20246, -5.16776)
C (-2.40347, -1.04806, -4.63251)
C (-1.81569, -1.26562, -3.36079)
C (-1.73529, -2.57219, -2.81294)
C (-1.16930, -2.76814, -1.59239)
C (-0.65706, -1.66598, -0.86244)
C (-0.69597, -0.36691, -1.32285)
C (-1.29717, -0.18106, -2.61285)
H (-2.03685, 2.30622, -4.86155)
H (-2.93592, 0.35890, -6.13882)
H (-2.78883, -1.90380, -5.17384)
H (-2.13279, -3.40081, -3.38723)
H (-1.10594, -3.76334, -1.17072)
H (-0.21755, -1.88362, 0.10453)

As for the multiplicity: 3. The HOMO energy (alpha / beta) comes out at -5.44 / -7.90 eV. Its orbital gap (alpha / beta) is 5.2113 / 7.2414 eV. The calculation puts the calculated total energy at -129937.95234 eV. Its expectation value of S² is 2.0290.